No. 1
A structure of composition C33H42FN4O4S4SiTi in a non-equilibrium geometry, computed with wB97M-V/def2-TZVPD.

Geometry (Å):
Ti (0.009, -0.017, -0.041)
C (0.748, -3.228, 0.867)
N (0.047, -1.909, 0.970)
C (-0.801, -1.918, 1.936)
C (-1.569, -0.745, 2.169)
C (-2.527, -0.520, 3.167)
C (-2.995, 0.771, 2.955)
C (-2.293, 1.258, 1.849)
N (-1.426, 0.332, 1.371)
C (1.704, -3.573, 2.002)
C (2.626, -2.672, 2.506)
C (3.492, -3.035, 3.529)
C (3.449, -4.316, 4.056)
C (2.539, -5.233, 3.555)
C (1.675, -4.864, 2.534)
H (1.303, -3.240, -0.068)
H (0.002, -4.025, 0.786)
H (-0.980, -2.769, 2.596)
H (-2.841, -1.207, 3.938)
H (-3.744, 1.298, 3.525)
H (-2.400, 2.234, 1.398)
H (2.669, -1.680, 2.107)
H (4.204, -2.313, 3.911)
H (4.127, -4.600, 4.852)
H (2.505, -6.238, 3.957)
H (0.975, -5.598, 2.146)
C (-0.320, 2.193, 2.663)
Si (1.547, 1.602, 2.549)
C (1.968, 0.782, 4.192)
C (2.772, 3.277, 2.280)
N (1.732, 0.456, 1.174)
C (2.891, -0.140, 0.831)
C (4.185, -0.059, 1.391)
C (5.240, -0.780, 0.851)
C (5.057, -1.606, -0.260)
C (3.797, -1.704, -0.835)
C (2.774, -0.978, -0.278)
F (1.506, -1.011, -0.775)
H (-0.463, 2.895, 3.496)
H (-0.945, 1.375, 2.827)
H (-0.650, 2.714, 1.700)
H (1.757, 1.461, 5.021)
H (3.024, 0.503, 4.251)
H (1.369, -0.121, 4.333)
H (2.555, 4.066, 3.127)
H (2.572, 3.766, 1.264)
H (3.818, 3.022, 2.315)
H (4.376, 0.567, 2.254)
H (6.219, -0.696, 1.306)
H (5.888, -2.162, -0.670)
H (3.608, -2.330, -1.699)
C (-2.209, -1.738, -3.965)
C (-2.263, -2.480, -2.630)
S (-1.289, -1.827, -1.242)
C (0.462, -1.928, -1.932)
C (0.930, -0.740, -2.892)
S (0.373, 0.958, -2.305)
C (-0.309, 1.649, -3.834)
C (-1.249, 0.814, -4.715)
S (-2.675, 0.028, -3.891)
H (-2.925, -2.215, -4.641)
H (-1.235, -1.871, -4.432)
H (-1.957, -3.517, -2.787)
H (-3.300, -2.519, -2.283)
H (0.612, -2.904, -2.421)
H (1.165, -1.925, -0.985)
H (0.612, -0.934, -3.913)
H (2.024, -0.725, -2.928)
H (0.540, 1.972, -4.441)
H (-0.829, 2.563, -3.536)
H (-0.690, 0.075, -5.289)
H (-1.671, 1.493, -5.461)
N (0.312, 1.947, 0.680)
C (0.474, 3.338, 1.261)
C (1.372, 3.583, 2.376)
C (1.587, 4.984, 2.862)
C (0.956, 6.031, 2.206)
C (0.132, 5.784, 1.108)
C (-0.087, 4.450, 0.634)
S (1.186, 7.720, 2.817)
O (1.224, 7.550, 4.265)
O (0.022, 8.438, 2.322)
O (2.453, 8.113, 2.211)
H (-0.651, 1.846, 0.237)
H (0.869, 1.839, -0.205)
H (1.902, 2.688, 2.905)
H (2.228, 5.193, 3.725)
H (-0.339, 6.620, 0.612)
H (-0.722, 4.312, -0.235)
O (-1.201, 0.704, -0.980)

Properties
DFT total energy in a.u.: -4633.0019
HOMO energy (spin up / spin down) in eV: -2.8 / -2.8
Kohn-Sham gap (spin up / spin down) in eV: 4.3 / 4.3
Lowest unoccupied orbital energy (spin up / spin down) in eV: 1.5 / 1.5
Total charge: -1
Relative energy (zero: lowest compared OMol25 entry of this formula, charge and spin) in kcal/mol: 971.06

***

No. 2
The molecule C5H7NO in a non-equilibrium geometry, computed with wB97M-V/def2-TZVPD.

Geometry (Å):
C (-0.961, 0.992, -0.635)
C (-1.278, 0.062, 0.600)
C (0.029, -0.663, 0.202)
C (1.414, -1.219, 0.507)
C (0.519, 0.638, -0.326)
H (-1.330, 0.495, -1.552)
H (-1.224, 2.011, -0.542)
H (-2.164, -0.566, 0.520)
H (-1.248, 0.678, 1.501)
H (-0.291, -1.263, -0.709)
H (1.670, -2.054, 1.206)
H (0.830, 1.272, 0.520)
N (2.306, -0.719, -0.249)
O (1.728, 0.335, -1.044)

Properties
DFT total energy in a.u.: -324.5679
HOMO energy in eV: -9.6
Kohn-Sham gap in eV: 10.6
Lowest unoccupied orbital energy in eV: 1.0
Total charge: 0
Relative energy (zero: lowest compared OMol25 entry of this formula, charge and spin) in kcal/mol: 98.22

***

No. 3
The molecule C3H6N4 in a non-equilibrium geometry, computed with wB97M-V/def2-TZVPD.

Geometry (Å):
C (1.686, 1.269, 0.457)
C (-0.756, -0.378, -1.540)
C (-0.313, -0.353, 0.644)
H (1.431, 1.979, 1.221)
H (2.178, 1.619, -0.542)
H (2.413, 0.739, 0.944)
H (-1.328, -0.839, -2.428)
H (-1.878, -1.610, -0.149)
H (-0.028, -0.271, 2.702)
N (0.600, 0.411, -0.052)
N (0.262, 0.362, -1.395)
N (-1.277, -0.723, -0.295)
N (-0.512, -0.743, 1.869)

Properties
DFT total energy in a.u.: -336.8780
HOMO energy in eV: -8.0
Kohn-Sham gap in eV: 8.9
Lowest unoccupied orbital energy in eV: 0.9
Total charge: 0
Relative energy (zero: lowest compared OMol25 entry of this formula, charge and spin) in kcal/mol: 44.69

***

No. 4
A structure of composition C24H32N4OPd in a non-equilibrium geometry, computed with wB97M-V/def2-TZVPD.

Geometry (Å):
Pd (0.397, 0.088, -0.298)
C (-0.503, 0.493, -3.019)
C (-1.780, 0.680, -2.184)
C (-1.801, 1.967, -1.341)
N (-0.982, 1.803, -0.169)
C (-1.150, 2.421, 0.981)
C (-2.197, 3.362, 1.196)
C (-2.669, 3.942, 2.354)
C (-2.161, 3.895, 3.649)
C (-0.976, 3.295, 4.068)
C (-0.113, 2.504, 3.350)
C (-0.164, 2.027, 2.011)
N (0.735, 1.179, 1.566)
C (1.646, 0.429, 2.377)
C (0.905, -0.608, 3.250)
C (-0.276, -1.311, 2.546)
N (0.024, -1.658, 1.188)
C (-0.267, -2.794, 0.610)
C (-1.158, -3.748, 1.180)
C (-1.552, -4.989, 0.735)
C (-0.974, -5.790, -0.243)
C (0.109, -5.461, -1.065)
C (0.626, -4.221, -1.312)
C (0.255, -2.938, -0.773)
N (0.450, -1.824, -1.416)
C (0.721, -1.768, -2.825)
C (-0.365, -0.946, -3.547)
H (0.389, 0.736, -2.401)
H (-0.514, 1.190, -3.860)
H (-1.900, -0.177, -1.497)
H (-2.636, 0.693, -2.859)
H (-2.845, 2.181, -1.081)
H (-1.423, 2.810, -1.936)
H (-2.751, 3.631, 0.307)
H (-3.571, 4.531, 2.240)
H (-2.717, 4.427, 4.408)
H (-0.703, 3.469, 5.102)
H (0.753, 2.166, 3.903)
H (2.261, 1.070, 3.023)
H (2.331, -0.085, 1.685)
H (0.500, -0.124, 4.139)
H (1.627, -1.354, 3.575)
H (-1.141, -0.630, 2.534)
H (-0.533, -2.180, 3.158)
H (-1.674, -3.399, 2.064)
H (-2.379, -5.430, 1.276)
H (-1.369, -6.790, -0.350)
H (0.539, -6.284, -1.621)
H (1.426, -4.179, -2.041)
H (0.733, -2.761, -3.287)
H (1.696, -1.290, -2.981)
H (-1.321, -1.466, -3.456)
H (-0.107, -0.938, -4.605)
C (3.178, 2.949, -2.589)
C (3.394, 1.581, -1.964)
O (2.472, 1.337, -0.891)
H (3.841, 3.071, -3.439)
H (3.399, 3.736, -1.869)
H (2.151, 3.062, -2.933)
H (4.416, 1.489, -1.576)
H (3.234, 0.785, -2.694)
H (2.466, 2.141, -0.351)

Properties
DFT total energy in a.u.: -1355.1292
HOMO energy (spin up / spin down) in eV: -12.7 / -12.8
Kohn-Sham gap (spin up / spin down) in eV: 3.3 / 3.4
Lowest unoccupied orbital energy (spin up / spin down) in eV: -9.4 / -9.4
Total charge: +2

***

Which of these has the lowest total charge? C33H42FN4O4S4SiTi